# C26H40Cl4F4O24

A cluster of 10 separate species, C26H40Cl4F4O24 in total in a non-equilibrium geometry (ωB97M-V/def2-TZVPD, OMol25).

Positions of all 98 atoms, in Å:
1 Cl -5.01165 3.69875 -5.57568
2 Cl -8.21981 -3.48120 3.56521
3 Cl -8.05766 -5.93801 2.05741
4 Cl -3.71217 1.70230 -7.36514
5 F -1.27862 -1.18904 -2.54374
6 F 3.88681 6.41578 4.84964
7 F 3.51112 -6.90936 -6.48309
8 F 1.32789 0.86165 8.54142
9 O -1.73732 0.28524 -1.02960
10 O 6.79019 -4.07902 3.34479
11 O 3.56441 0.72435 7.99202
12 O -0.17708 -0.61768 0.16228
13 O -6.89362 -2.60560 -3.35510
14 O -6.75557 -4.10218 -4.96800
15 O 8.37484 -5.05052 4.45903
16 O 4.32947 2.29280 -3.91120
17 O -6.20224 6.34370 2.41630
18 O 3.05045 -1.21094 7.14797
19 O -7.90673 -2.13021 -5.44953
20 O 6.59154 2.36259 -3.34809
21 O -2.25462 -0.83839 0.92133
22 O 0.96306 6.31808 4.46014
23 O 0.83271 5.23712 2.44039
24 O 2.13408 -6.42034 -3.14501
25 O 1.38290 -7.65445 -4.86113
26 O -4.72514 7.93105 1.84859
27 O -6.79955 8.33284 2.48323
28 O 5.77860 0.65106 -4.43044
29 O 5.06057 -1.02753 8.27770
30 O 8.93051 -3.30965 3.14819
31 O 2.66248 6.49831 3.04207
32 O 3.53178 -7.58634 -4.43954
33 C -7.15916 -4.74133 -6.19193
34 C 6.31210 -3.41111 2.29568
35 C 2.06627 -0.26291 6.56531
36 C 3.90121 -0.56343 7.91885
37 C -1.45311 -0.45451 0.10299
38 C 3.39052 -8.01873 -5.69688
39 C 2.34127 -7.17155 -4.08351
40 C -6.77923 9.68970 2.25707
41 C -5.82514 7.56584 2.20516
42 C -5.08587 2.83853 -7.08755
43 C 3.09595 7.18902 4.22674
44 C -7.36934 -1.41675 -2.77045
45 C -5.21772 5.35974 2.24057
46 C -0.76682 -0.04041 -2.00294
47 C 1.46718 5.94715 3.26014
48 C 4.78372 -0.09769 -5.20010
49 C 1.97736 -8.53046 -5.81796
50 C 2.27139 0.92933 7.55991
51 C 5.47702 1.80958 -3.89684
52 C 7.47698 -6.02952 4.97602
53 C 1.70104 7.39634 4.90645
54 C -7.23383 -2.82553 -4.65664
55 C 6.49072 3.54876 -2.62227
56 C 8.09450 -4.07154 3.62893
57 C -7.21751 -4.96076 3.24559
58 C 0.35225 -0.20769 -1.04365
59 H -6.84503 -4.07695 -6.99692
60 H -7.16980 -5.49255 4.19587
61 H 1.84127 -9.54747 -5.45014
62 H -6.39805 9.94474 1.26825
63 H -5.78075 4.42660 2.22247
64 H 2.03090 1.86986 7.06426
65 H 1.34611 8.31802 4.44533
66 H -4.98768 3.52295 -7.93018
67 H 1.06139 -0.68388 6.59859
68 H 5.12256 0.04042 -6.22684
69 H -6.20991 -4.72668 2.90203
70 H 0.88161 0.73230 -0.88780
71 H 4.91341 -1.13460 -4.89013
72 H -7.77430 10.13443 2.24585
73 H 1.89841 7.57013 5.96425
74 H 3.74860 0.24040 -5.24814
75 H 7.52475 3.87496 -2.51057
76 H 4.03878 -8.76329 -6.15891
77 H 6.59491 -3.80561 1.31973
78 H -8.22570 -4.93981 -6.29778
79 H -6.60549 -0.72090 -2.42341
80 H 6.70019 -2.39374 2.34519
81 H -6.26719 10.29111 3.00821
82 H 5.91051 4.37189 -3.03926
83 H 0.99293 -0.94984 -1.51993
84 H 1.50928 -8.45184 -6.79919
85 H -6.58549 -5.63529 -6.43658
86 H 6.93384 -6.41968 4.11527
87 H 6.03519 3.37649 -1.64710
88 H 3.53983 8.17420 4.08359
89 H -4.50264 5.42401 3.06071
90 H -7.99248 -1.56865 -1.88912
91 H -6.05612 2.35662 -7.20794
92 H -8.00865 -0.76716 -3.36828
93 H -0.64794 0.71865 -2.77612
94 H 8.00872 -6.79081 5.54680
95 H -4.81563 5.43236 1.23005
96 H 6.68384 -5.66818 5.63058
97 H 5.22610 -3.32844 2.33908
98 H 2.26677 0.07006 5.54696

The SMILES is O=C1OC[C@@H](F)O1.O=C1OC[C@@H](F)O1.O=C1OC[C@@H](F)O1.O=C1OC[C@@H](F)O1.COC(=O)OC.COC(=O)OC.COC(=O)OC.COC(=O)OC.ClCCl.ClCCl. As for the frontier orbital gap: 10.7 eV.

Here are the Löwdin charges for atoms 1 to 2, given in e: atom 1 (Cl): 0.5260, atom 2 (Cl): 0.4465

# C26H40F7GaN11O2S

A structure of composition C26H40F7GaN11O2S in a non-equilibrium geometry (ωB97M-V/def2-TZVPD, OMol25).

Positions of all 88 atoms, in Å:
1 Ga 5.36515 1.86142 -0.52324
2 S 3.45747 1.71643 0.80767
3 F 1.11397 0.53806 1.17129
4 F 2.81384 -0.83049 0.49645
5 F 0.31783 1.13494 -1.07292
6 F 0.60636 -0.44627 -3.10845
7 F 2.71798 -1.01085 -2.61888
8 F 0.94360 -1.80280 -1.37153
9 F 2.34845 1.51433 -1.96828
10 O 3.85139 1.38517 2.20823
11 O 2.75227 3.04433 0.82430
12 N 3.98213 -8.46083 -0.14792
13 N -3.34462 3.54675 3.73959
14 N -3.99248 -7.65219 -0.47420
15 N 5.44484 -1.07547 -1.19426
16 N -9.59457 9.66796 0.00399
17 N -2.76909 -6.37746 -0.43138
18 N -5.21204 8.95045 1.36933
19 N -3.92357 9.25394 5.30280
20 N -9.34756 -8.90653 -2.53068
21 N 8.52044 1.34020 -2.85383
22 N 5.99834 -3.65817 1.81012
23 C -3.89316 8.24937 4.72838
24 C 5.93489 -6.21537 1.13151
25 C -8.24134 7.74230 -1.19592
26 C 1.89400 -8.10446 1.43606
27 C -6.69972 10.43102 2.97940
28 C -9.00719 8.82402 -0.52586
29 C -3.85623 6.95883 3.98752
30 C -1.19793 2.17329 3.02960
31 C 1.61708 0.60224 -1.18422
32 C 5.22303 3.69189 -1.51051
33 C 9.88127 3.59865 -2.66371
34 C -6.56673 -8.40011 -0.59635
35 C -5.12812 -8.00223 -0.52818
36 C 9.11743 2.32681 -2.77070
37 C -5.86563 9.59873 2.07215
38 C -9.00588 -8.18420 -3.36679
39 C 1.49507 -0.72908 -2.04656
40 C 2.21492 0.40821 0.27797
41 C -2.16031 -5.36884 -0.37564
42 C 6.34452 -1.32762 -0.03784
43 C 3.06935 -8.30497 0.54545
44 C -2.40519 2.94679 3.42904
45 C -8.56623 -7.25407 -4.44208
46 C 5.97059 -4.77714 1.51458
47 C 5.65118 0.27610 -1.80310
48 C -1.38842 -4.09279 -0.30498
49 H -7.23923 9.79094 3.67744
50 H 5.75760 -6.83006 2.01430
51 H 5.76457 -1.74180 -1.91691
52 H 6.75924 0.32084 -2.14469
53 H 1.54559 -9.06656 1.81178
54 H 9.87256 4.11781 -3.62233
55 H -7.69805 -7.66652 -4.95652
56 H -7.41818 11.00789 2.39606
57 H 6.18851 -0.62853 0.83442
58 H 9.42827 4.23985 -1.90702
59 H -7.16464 -7.75722 0.05340
60 H -8.80728 7.35374 -2.04289
61 H -1.82724 -3.43387 0.44542
62 H 10.91317 3.38856 -2.38148
63 H -0.47815 2.83253 2.54276
64 H -8.29944 -6.28896 -4.01090
65 H -6.68036 -9.43511 -0.27384
66 H 7.42518 -1.28112 -0.40626
67 H -1.40939 -3.59265 -1.27359
68 H 4.55124 3.55753 -2.40833
69 H -1.47816 1.37992 2.33669
70 H 6.62332 1.87080 0.49391
71 H -7.28837 8.13280 -1.55340
72 H 2.17200 -7.47180 2.27949
73 H -4.55119 6.99356 3.14845
74 H 5.13613 -6.38794 0.41233
75 H 1.08665 -7.62510 0.88183
76 H -0.73382 1.72912 3.91019
77 H 6.26764 3.98420 -1.82145
78 H -9.37268 -7.11212 -5.16167
79 H -0.35259 -4.29982 -0.03420
80 H 6.09734 -2.37818 0.34362
81 H 6.88552 -6.50362 0.68243
82 H 4.77413 4.39719 -0.73468
83 H -6.93006 -8.30534 -1.61888
84 H -2.85063 6.77716 3.60876
85 H -6.06414 11.11529 3.54187
86 H -4.13895 6.14129 4.65072
87 H -8.05185 6.93186 -0.49202
88 H 5.05115 0.39651 -2.77008

The net charge is -1. As for the frontier orbital gap: 6.4 eV.

Here are the Löwdin charges for atoms 1 to 2, given in e: atom 1 (Ga): 0.3497, atom 2 (S): 0.6359

# C26H40N4O2

A cluster of 3 separate species, C26H40N4O2 in total in a non-equilibrium geometry (ωB97M-V/def2-TZVPD, OMol25).

Positions of all 72 atoms, in Å:
1 O 1.40616 3.40025 4.32109
2 O -3.93422 -2.23948 -1.77298
3 N -2.31052 -1.24071 -0.49750
4 N -0.01050 -1.72602 1.37025
5 N -0.31683 0.48147 0.40695
6 N 1.65657 -0.56085 0.82843
7 C 2.24357 -1.50453 1.60410
8 C 1.07953 -2.16510 3.69058
9 C -1.48321 0.68417 -3.23526
10 C -1.89068 -2.47715 0.04492
11 C 1.96566 0.91604 0.71858
12 C 1.08790 0.31359 -4.59321
13 C 1.28575 -2.38766 2.04277
14 C 0.65666 1.28237 0.02006
15 C 0.00324 0.36265 3.67809
16 C 0.51063 1.71290 -4.35484
17 C 1.28536 2.19065 4.18232
18 C -3.20514 0.67273 -3.26431
19 C -0.90553 -0.89520 -3.50396
20 C 0.39976 -0.46506 0.71556
21 C 3.24361 1.20161 -0.59864
22 C 2.44327 1.29449 4.56130
23 C 0.26627 1.68208 3.69661
24 C -1.16278 -3.35115 -0.87299
25 C -3.51506 -1.34487 -1.30943
26 C -1.16909 -2.36838 1.42477
27 C -3.87983 0.35978 -1.74236
28 C 1.02201 -0.37208 3.95605
29 C 0.51679 -0.80742 -3.69301
30 C 2.34928 -0.08537 4.34215
31 C 0.33910 4.44711 4.15050
32 C -0.95870 1.44027 -4.23499
33 H -1.32650 1.25750 -5.24537
34 H 0.84657 1.78183 -3.36933
35 H 3.01361 -1.23800 2.19986
36 H -1.39193 2.56897 -3.81932
37 H -3.33711 0.90776 -0.91088
38 H 0.78602 1.61405 -0.96640
39 H 0.78190 0.04202 -5.57961
40 H 0.30607 2.36664 0.69393
41 H 0.04771 4.33180 2.99021
42 H -2.91508 -3.06321 0.18781
43 H 0.65389 5.35100 4.40070
44 H -3.61077 1.62163 -3.29465
45 H 1.02764 -1.79084 -3.79355
46 H 2.39763 1.24688 1.49798
47 H -1.66792 -0.50939 -0.39681
48 H -1.92496 -1.51966 1.97882
49 H -4.76452 0.32899 -1.82528
50 H -0.16171 -2.73561 -1.14278
51 H -1.40199 -1.54690 -2.85127
52 H 3.02420 -0.77821 4.70838
53 H -1.58015 -3.67085 -1.82052
54 H 2.08710 0.34082 -4.51632
55 H -1.16656 2.37952 3.69353
56 H -0.04304 -2.51582 3.92779
57 H 4.04800 0.46460 -0.14865
58 H -0.81009 -4.22025 -0.22088
59 H 3.28294 1.82552 4.82540
60 H -1.28268 -3.30297 1.97303
61 H 3.28295 2.21346 -0.64092
62 H 1.94385 -2.49847 4.00485
63 H -3.42686 -0.11606 -3.83940
64 H 1.08810 -3.46345 1.94752
65 H -1.35845 -1.15311 -4.60590
66 H -0.92541 -0.02965 3.43358
67 H 2.82097 0.61477 -1.46682
68 H -1.46804 0.94055 -2.29776
69 H -0.52337 4.27648 4.79048
70 H 0.62006 -0.56287 -2.45385
71 H 3.08670 -2.46523 0.80707
72 H 0.92220 2.25465 -4.93625

As for the frontier orbital gap: 8.4 eV. Its energy above the lowest of the compared OMol25 structures with the same formula, charge and spin is 604.24 kcal/mol.

Here are the Löwdin charges for atoms 1 to 2, given in e: atom 1 (O): -0.0275, atom 2 (O): 0.1860

| no. | E_HOMO (eV) |
| --- | --- |
| 1 | -10.60 |
| 2 | -4.90 |
| 3 | -7.85 |